Molecular formula: C3H32NO17
Method: DFT, ωB97M-V/def2-TZVPD

```
53
Properties=species:S:1:pos:R:3:forces:R:3:lowdin_charge:R:1
C 0.99531 0.10336 -2.72787 0.0675 -0.9934 0.6740 -0.317
N 1.59723 -0.70516 -1.83349 0.7960 -0.1124 0.0697 0.063
C 1.06261 -0.78125 -0.50704 -1.4149 0.6503 0.0378 -0.094
C 1.16275 0.52835 0.30185 -0.2543 -1.3359 0.7076 -0.639
O 0.15710 0.75561 1.03220 0.1719 0.3699 -0.1760 -0.063
O 2.24956 1.12287 0.29568 -0.0328 0.5012 -0.3309 -0.029
O 0.07482 0.83790 -2.40940 -0.0166 0.2894 -0.2514 0.020
H 1.33056 -0.06658 -3.74914 0.2275 0.3372 -0.3637 0.136
H 2.38586 -1.28798 -2.05821 -0.1019 0.0316 -0.3292 0.139
H -0.02576 -0.90162 -0.67529 0.5455 -0.2212 0.7949 0.092
H 1.49356 -1.57844 0.11555 -0.1565 0.0501 -0.6709 0.130
H 4.67152 1.76952 -0.68655 -0.1956 -0.3070 0.2567 0.005
H 3.27242 2.07003 -1.25073 -0.6523 -0.5851 0.5510 -0.012
O 4.16896 2.37748 -1.21897 1.0623 1.0291 -0.8663 -0.050
H -2.71338 2.35757 1.69062 0.3213 0.1224 -0.6448 0.045
H -1.27947 2.28663 1.32687 0.7072 -0.1279 0.2852 -0.008
O -2.11044 2.52365 0.93151 -1.7023 0.0232 0.2939 -0.077
H -4.16791 -2.08508 0.26443 -0.0356 -0.1475 -0.2267 0.028
H -4.81541 -0.78415 0.59998 -0.1310 0.2966 -0.1380 0.017
O -4.93875 -1.55142 0.03766 -0.0578 -0.3752 0.3288 -0.057
H -2.18778 -0.05128 -1.23954 0.5265 -0.7359 -1.0856 0.019
H -2.39330 1.11547 -0.37336 -0.3844 0.0714 0.4151 0.035
O -2.78294 0.23951 -0.57026 -0.2814 1.1276 0.3673 -0.045
H 2.90513 2.15354 2.69305 1.2281 -0.3382 -0.6055 -0.004
H 1.60976 2.49518 1.92629 0.3417 -0.2780 -0.2086 0.004
O 2.00763 2.39114 2.79742 -1.5538 0.7273 1.1083 -0.052
H -0.79659 2.31305 -3.83489 0.1173 -0.2550 0.3263 -0.003
H -1.87473 2.88511 -2.92639 0.1314 -0.0712 0.0981 0.025
O -1.68630 2.66878 -3.84403 -0.3622 0.3553 -0.3615 -0.070
H 3.17669 -0.45648 1.33423 0.0268 0.0724 -0.1058 0.033
H 4.47941 -0.08587 0.73131 0.0324 0.1191 0.0283 0.037
O 4.05549 -0.82775 1.17067 0.3289 0.3644 0.3503 -0.056
H 4.24327 -2.33747 -0.07440 -0.7914 -0.5712 0.8394 0.021
H 3.37168 -3.24212 0.88658 0.2895 0.4407 0.1747 0.025
O 3.64877 -3.11124 -0.02018 0.2696 -0.4418 -1.2486 -0.090
H -1.27326 -4.57447 0.69108 -0.0587 0.4491 -0.0458 0.010
H -0.94160 -4.96792 -0.77402 0.1375 -0.4446 0.2564 0.041
O -1.66701 -4.76678 -0.17467 -0.0536 -0.5026 -0.3837 -0.072
H -1.38510 -2.21427 1.58701 -0.1765 -0.5199 0.3120 0.015
H -1.22026 -3.14858 2.78819 -0.0274 0.0407 0.2049 0.042
O -1.13391 -3.14381 1.83514 0.2998 0.2445 -0.0978 -0.085
H -1.31645 -0.13045 1.57871 0.3300 -0.1271 -0.0506 0.009
H -2.73308 -0.34046 1.16344 0.5665 -0.4641 0.2107 0.022
O -2.09084 -0.67455 1.83291 -0.3524 0.6225 -0.0690 -0.087
H -1.78974 1.35390 3.39347 0.5150 0.4382 0.1738 0.045
H -2.10601 2.91908 3.68512 1.4356 1.1435 0.3099 0.033
O -2.42673 2.06172 3.52042 -2.0345 -1.7403 0.0756 -0.028
H -0.93225 -1.97753 -1.59153 0.0177 0.3656 0.2663 -0.019
H -1.28239 -3.41855 -1.35954 -0.9960 -1.2576 1.9957 -0.057
O -1.06051 -2.81351 -2.02018 0.6843 1.1482 -2.5873 -0.016
H -0.18348 2.38053 0.12116 -0.1070 0.3987 -0.0045 -0.025
H 0.73488 2.97805 -0.80421 0.4213 0.4887 -0.3350 0.024
O 0.05133 3.26871 -0.19648 0.3312 -0.3658 -0.3258 -0.059
```
Positions in Å, forces in eV/Å.

Properties
LUMO = 0.0848 Eh
orbital gap = 0.3434 Ha
highest occupied orbital energy = -7.04 eV
charge = -1
energy above the lowest of the compared OMol25 structures with the same formula, charge and spin = 86.0 kJ/mol

Molecular formula: C32H53InNP2
Method: DFT, ωB97M-V/def2-TZVPD

```
89
Properties=species:S:1:pos:R:3:forces:R:3:lowdin_charge:R:1
In -0.67596 1.97222 -3.00044 0.5894 0.6822 2.0050 0.899
C -0.84006 -1.76717 0.92986 1.2341 0.0626 0.1160 -0.220
C 0.48451 -2.02555 0.47442 -2.2040 0.3476 0.2706 -0.185
C 0.60680 -0.52058 2.22289 2.1913 -1.3480 -1.9222 -0.202
C -0.76068 -0.86751 2.02693 -0.1721 -0.4965 -1.1560 -0.163
C 1.37833 -1.23627 1.25307 -0.9234 1.9193 2.8594 -0.216
C -2.07448 -2.43330 0.48750 -0.7910 -0.5586 -0.2183 -0.066
H -2.07996 -2.60816 -0.59555 -0.1092 -0.1250 0.2707 0.039
H -2.95033 -1.81855 0.73413 0.0911 -0.1868 -0.1632 0.075
H -2.22317 -3.41626 0.96967 -0.0122 0.2717 -0.1683 0.096
C -1.87974 -0.32268 2.80480 -0.6192 -0.0940 0.4670 -0.016
H -2.76359 -0.96922 2.72425 0.1532 0.1771 0.0843 0.082
H -2.16811 0.68625 2.45081 0.2145 -0.2995 0.0504 0.072
H -1.62253 -0.23426 3.87265 -0.0565 -0.0021 -0.3051 0.093
C 1.10976 0.40061 3.25692 0.3246 0.3073 0.3708 -0.029
H 0.58764 0.24662 4.20847 0.1502 0.0413 -0.0711 0.084
H 0.96860 1.45146 2.96922 -0.0062 -0.1274 0.1149 0.064
H 2.18274 0.24493 3.41978 -0.2061 0.1066 0.0798 0.084
C 2.85465 -1.25278 1.19064 0.6047 0.0497 0.0128 -0.047
H 3.28279 -1.89968 1.97626 -0.0625 0.1836 -0.2600 0.099
H 3.27096 -0.24523 1.33700 -0.0071 -0.2469 -0.0706 0.078
H 3.20585 -1.63577 0.22739 0.0791 0.0497 0.1207 0.056
C 0.87744 -2.95951 -0.59297 0.2212 -0.4064 -0.5040 -0.027
H 1.22680 -3.91366 -0.16305 -0.0506 0.2082 -0.1653 0.106
H 1.70447 -2.56175 -1.20460 -0.2056 -0.1390 0.1851 0.075
H 0.03886 -3.19159 -1.26132 0.1445 -0.0110 0.1442 0.070
C -1.47536 2.31327 -4.94988 -0.7124 0.6381 0.4962 -0.361
C -2.24859 0.97532 -4.99750 -1.3879 -0.6623 -0.2034 -0.469
C -1.78890 -0.19356 -5.89077 -0.7842 0.1630 -0.7000 -0.210
C -0.30781 -0.33903 -6.14352 0.0088 0.3381 -0.0943 -0.175
C 0.58970 0.20077 -5.04012 1.3018 -0.9526 -1.0778 -0.147
C 1.34176 1.28687 -5.31644 1.8082 -0.4811 0.4917 -0.171
C 0.94041 2.50635 -6.00857 -1.2546 0.5285 -1.3139 -0.185
C -0.58460 2.65658 -6.12668 -0.3827 0.8877 -1.4158 -0.210
H -2.25276 -0.07658 -6.87628 -0.1876 -0.0303 0.1657 0.122
H -0.04512 0.14646 -7.11411 -0.1308 -0.3701 0.8239 0.126
H -2.19770 -1.12190 -5.48758 -0.0368 0.0624 -0.1172 0.090
H -0.92944 2.10024 -7.01130 0.0372 -0.0277 0.2441 0.115
H -2.23980 3.10663 -4.79114 0.4455 -0.4392 -0.4220 0.091
H -3.27460 1.21142 -5.31406 0.2598 0.0007 -0.3739 0.094
H -0.77597 3.70263 -6.43729 0.0658 -0.3834 0.3195 0.125
H 1.32346 3.43616 -5.55404 0.2159 -0.5376 0.2647 0.120
H 2.41852 1.34684 -5.07467 -0.6858 -0.3104 0.7372 0.126
H 1.38042 2.52292 -7.02423 -0.1257 -0.0042 0.2620 0.146
H -0.06363 -1.40634 -6.27802 -0.0025 0.4056 0.0871 0.130
H 1.02979 -0.57345 -4.38417 -0.0740 0.3863 -0.4009 0.104
P -2.69727 0.37973 -3.25997 1.9931 1.4539 -0.7703 0.896
C -4.44881 0.77702 -3.16474 -0.6007 -0.3106 0.0370 -0.228
C -2.11641 -1.30014 -2.99358 -1.0566 -0.9610 0.3747 -0.245
P 3.14893 1.97435 -1.92346 -0.8651 -0.2057 0.0167 0.925
C 1.50794 1.77693 -2.67197 -1.4436 0.1022 -0.2857 -0.477
C 3.68062 0.25602 -2.54257 0.7582 0.6196 -0.8687 -0.241
C 3.45468 3.40766 -3.05202 1.1826 -0.1485 -0.2619 -0.278
H -4.48827 1.83692 -2.88876 -0.1148 -0.2273 -0.0140 0.057
H -4.93680 0.18405 -2.39297 -0.1240 0.1091 0.0617 0.055
H -4.97279 0.64449 -4.12813 0.2855 -0.1143 0.4366 0.067
H -1.32283 -1.67589 -3.65594 -0.3860 0.4770 0.0112 0.062
H -3.00708 -1.95302 -3.06458 0.6335 -0.1688 0.1190 0.075
H -1.72847 -1.31217 -1.97059 -0.1439 -0.1441 -0.1315 0.012
H 2.98692 3.36443 -4.03662 0.1834 -0.1903 -0.0074 0.011
H 4.53539 3.49258 -3.18459 -0.0354 0.4265 -0.0270 0.040
H 3.06416 4.30504 -2.55570 0.2199 -0.2652 0.1390 0.055
H 1.41946 2.46839 -3.57183 0.5049 -1.6138 0.8999 -0.026
H 1.23298 0.69543 -2.73940 0.7131 1.0407 -0.5625 -0.010
H 3.81750 -0.38498 -1.66911 0.0941 0.2028 -0.0065 0.010
H 4.62712 0.27649 -3.13443 -0.6213 -0.0626 0.4968 0.056
H 2.87684 -0.16215 -3.16044 0.5164 -0.0092 0.0300 0.001
C -4.16015 2.54001 2.02922 0.2323 0.2308 -0.3986 -0.103
N -2.71486 2.69987 2.01266 0.4358 -0.0981 -0.4068 -0.291
C -2.22059 3.21884 3.28247 -0.0742 -0.1882 -0.0842 -0.096
C -2.24331 3.41382 0.80146 -0.9072 0.3180 0.3770 -0.161
C -0.75217 3.41326 0.65783 -0.4059 1.0909 0.4474 -0.232
C 0.01888 4.21071 1.55289 -0.3956 -0.3958 -0.6020 -0.064
C 1.38052 3.97725 1.68712 0.0228 0.3430 -0.6144 -0.085
C 1.93481 2.92701 0.96576 0.0394 -0.7097 0.2075 -0.120
C 1.08375 2.06868 0.20168 1.4152 0.2409 -0.3129 -0.193
C -0.12452 2.56275 -0.23668 0.2763 -0.6620 2.2260 0.007
H -4.44093 1.95736 2.90125 -0.0780 -0.0849 0.0652 0.081
H -4.68614 3.50423 2.06980 -0.1049 0.0297 0.0169 0.089
H -4.49306 2.00428 1.13153 0.0678 0.0852 0.1264 0.081
H -1.14900 3.00165 3.39976 -0.3801 0.1262 0.0055 0.076
H -2.38490 4.30742 3.37890 0.0040 -0.1638 0.1326 0.092
H -2.76951 2.69466 4.07844 0.2545 0.2655 -0.1341 0.091
H -2.70780 2.89246 -0.04748 0.0862 0.2571 0.0753 0.105
H -2.60365 4.45762 0.83560 -0.1395 -0.0247 -0.1429 0.128
H -0.46142 5.01226 2.11821 -0.0041 -0.4109 -0.1037 0.115
H 1.98109 4.60468 2.35353 -0.1262 -0.2547 -0.3781 0.117
H 3.03348 2.76392 0.98156 -1.0032 -0.3498 0.2796 0.101
H 1.40492 1.03736 -0.01921 0.1407 0.7677 -0.3896 0.085
```
Positions in Å, forces in eV/Å.

Properties
LUMO (alpha / beta) = -0.1528 / -0.1119 Eh
orbital gap (alpha / beta) = 0.1820 / 0.2194 Ha
highest occupied orbital energy (alpha / beta) = -9.11 / -9.02 eV
charge = +1
energy above the lowest of the compared OMol25 structures with the same formula, charge and spin = 669.4 kJ/mol